(1)
{
  "formula": "C35H52AsOP3Tl",
  "method": "ωB97M-V with the def2-TZVPD basis set",
  "charge": 3,
  "e_above_lowest_ev": 0.019,
  "gap_ev": 3.39,
  "lumo_ha": -0.4135,
  "species": ["Tl", "P", "P", "P", "H", "C", "C", "H", "C", "C", "C", "C", "C", "C", "C", "C", "C", "H", "H", "H", "H", "H", "H", "H", "H", "H", "H", "H", "H", "H", "H", "H", "H", "H", "H", "H", "H", "H", "H", "H", "H", "H", "H", "H", "H", "H", "C", "C", "C", "C", "C", "C", "O", "H", "H", "H", "H", "H", "H", "C", "C", "C", "C", "C", "C", "As", "C", "C", "C", "C", "C", "C", "C", "C", "C", "C", "C", "C", "H", "H", "H", "H", "H", "H", "H", "H", "H", "H", "H", "H", "H", "H", "H"],
  "coordinates": [[0.52565, 0.93648, 0.39460], [2.51140, 2.61225, 0.69401], [-0.02609, 0.10905, 2.98539], [-0.37145, 0.82104, -2.23305], [-4.21285, 1.09650, 1.78640], [-4.09295, 0.61932, 0.80989], [-4.19938, -0.71173, 0.66082], [-4.46060, -1.34019, 1.52661], [1.58820, 4.11055, 1.17741], [3.71388, 2.47660, 2.04352], [3.48020, 3.15408, -0.74779], [-1.45928, -0.95047, 3.35179], [1.23519, -0.63601, 4.07783], [-0.39300, 1.64532, 3.89939], [-1.92874, -0.02559, -2.69576], [0.77594, 0.58802, -3.63954], [-0.81927, 2.58283, -2.42121], [-3.91288, 1.29171, -0.04509], [-4.16653, -1.21117, -0.31669], [2.30010, 4.95731, 1.16601], [1.15182, 4.01520, 2.18112], [0.77407, 4.26573, 0.45428], [4.39986, 3.34643, 2.05495], [4.28696, 1.54930, 1.90317], [3.16033, 2.41964, 2.99223], [4.28832, 3.84738, -0.44579], [2.81796, 3.65234, -1.47073], [3.91761, 2.26135, -1.22346], [-1.70902, -0.80386, 4.41071], [-1.17648, -1.99979, 3.18661], [-2.32733, -0.70091, 2.72995], [0.96136, -0.37028, 5.10887], [2.23094, -0.24320, 3.83815], [1.23348, -1.72711, 3.96215], [-0.48927, 1.36667, 4.95707], [-1.32324, 2.10631, 3.54497], [0.43357, 2.36102, 3.79202], [-2.39325, 0.44195, -3.57792], [-2.63533, 0.01181, -1.85027], [-1.71369, -1.07947, -2.92231], [0.31189, 0.87888, -4.59203], [1.10217, -0.45874, -3.68848], [1.66345, 1.21405, -3.46883], [-1.23704, 2.80463, -3.41357], [0.06780, 3.21237, -2.27075], [-1.54644, 2.86444, -1.64708], [-1.45862, 6.04559, -1.42058], [-1.49662, 7.32192, -0.82689], [-2.67160, 8.07658, -0.95264], [-3.77778, 7.57498, -1.64903], [-3.70157, 6.32855, -2.28364], [-2.52514, 5.56986, -2.20728], [-0.40094, 5.18942, -1.20029], [0.25026, 5.64867, -0.62944], [-0.61888, 7.66214, -0.27039], [-2.71570, 9.06184, -0.49631], [-4.68871, 8.17073, -1.69812], [-4.55356, 5.93205, -2.84604], [-2.40558, 4.60338, -2.69920], [-2.94186, -6.13787, -0.57116], [-3.21383, -4.99115, 0.18846], [-2.25115, -3.97219, 0.28293], [-0.98182, -4.15726, -0.30132], [-0.72807, -5.30113, -1.05597], [-1.71615, -6.27854, -1.22165], [0.39270, -2.74167, -0.02470], [1.46511, -3.58007, 1.40240], [2.72035, -3.03797, 1.71961], [3.42386, -3.52492, 2.82863], [2.84699, -4.51028, 3.63863], [1.59687, -5.05158, 3.31751], [0.91492, -4.60965, 2.17393], [1.53403, -3.19871, -1.57202], [2.87200, -3.60769, -1.47986], [3.61960, -3.82988, -2.64727], [3.01465, -3.64935, -3.89859], [1.69587, -3.20721, -3.98596], [0.94544, -2.98433, -2.82799], [-3.69630, -6.92713, -0.65774], [-4.17549, -4.89441, 0.70778], [-2.47966, -3.03482, 0.81307], [0.25443, -5.42521, -1.51633], [-1.52620, -7.15210, -1.84302], [3.17693, -2.28015, 1.07415], [4.43070, -3.16091, 3.04434], [3.39210, -4.87695, 4.51285], [1.15566, -5.83240, 3.93866], [-0.02530, -5.06935, 1.86630], [3.31813, -3.77303, -0.49905], [4.66317, -4.15112, -2.57851], [3.58584, -3.87554, -4.80609], [1.24286, -3.04942, -4.96580], [-0.09996, -2.67382, -2.89595]]
}

=====

(2)
{
  "formula": "C3H3Br3O",
  "method": "ωB97M-V with the def2-TZVPD basis set",
  "e_above_lowest_ev": 1.795,
  "gap_ev": [7.49, 7.50],
  "lumo_ha": [-0.0500, -0.0493],
  "species": ["C", "C", "C", "O", "Br", "Br", "Br", "H", "H", "H"],
  "coordinates": [[-1.50080, -0.79609, 0.60122], [-0.25055, -0.32136, -0.31853], [0.54607, 0.85220, -0.05005], [1.12753, 1.39822, -1.12389], [-2.40563, -2.38469, 0.76488], [0.25193, -1.60927, -1.57761], [2.21236, 0.46091, 1.34324], [-2.01430, -0.08762, 1.26793], [0.18307, 1.62401, 0.55849], [1.85031, 0.86369, -1.46567]]
}

=====

(3)
{
  "formula": "C4HErLiO4",
  "method": "ωB97M-V with the def2-TZVPD basis set",
  "charge": 2,
  "gap_ev": [7.00, 7.44],
  "lumo_ha": [-0.3410, -0.3630],
  "multiplicity": 5,
  "species": ["O", "C", "C", "C", "H", "Li", "O", "C", "O", "O", "Er"],
  "coordinates": [[-1.80708, -0.16019, -1.81779], [-2.16659, -0.96105, -2.53097], [1.50710, 0.58020, -0.31494], [1.43702, 0.65435, -1.52344], [1.42611, 0.91561, -2.56897], [-0.91261, 1.22259, -0.49868], [1.59537, -0.33274, 0.65939], [0.45996, -0.47532, 1.41484], [0.55779, -1.10048, 2.47256], [-0.50309, 0.28348, 1.12660], [-1.59399, -0.62646, 3.58141]]
}

=====

(4)
{
  "formula": "C2H7OPS",
  "method": "ωB97M-V with the def2-TZVPD basis set",
  "e_above_lowest_ev": 3.558,
  "gap_ev": [7.08, 8.27],
  "lumo_ha": [-0.0587, -0.0021],
  "species": ["C", "C", "O", "P", "S", "H", "H", "H", "H", "H", "H", "H"],
  "coordinates": [[1.31519, 2.21911, 0.41732], [-1.68990, -0.75050, -0.13114], [0.66460, -1.27861, 0.82026], [0.09675, -0.49275, -0.50750], [0.58912, -1.31568, -2.19211], [1.65817, 2.66267, -0.43149], [0.25360, 2.12398, 0.59983], [2.19070, 1.68080, 0.85419], [-2.45036, 0.07031, -0.06633], [-2.16195, -1.46310, -0.82724], [-1.51534, -1.22254, 0.85860], [1.04942, -2.23370, 0.60561]]
}